# C4H9NO2

C4H9NO2 in the gas phase (ωB97M-V/def2-TZVPD, the Open Molecules 2025 dataset).

Values from the calculation:
SMILES string: C[C@@H](O)CC(N)=O
Relative energy (zero: lowest compared OMol25 entry of this formula, charge and spin) in kcal/mol: 9.48
F_max in eV Å⁻¹: 0.32
Net charge: 0

```
16
Properties=species:S:1:pos:R:3:lowdin_charge:R:1
C 0.8616 0.4936 -1.9816 -0.053
C -0.1137 -0.1227 -0.9891 -0.429
O 0.4361 -1.3605 -0.5170 -0.057
C -0.3607 0.8096 0.2013 -0.078
C -1.3214 0.2410 1.2382 -0.539
O -2.4367 0.6964 1.4220 0.043
N -0.8082 -0.7969 1.9649 0.157
H 1.8290 0.6505 -1.4921 0.087
H 0.4976 1.4579 -2.3518 0.084
H 1.0166 -0.1741 -2.8348 0.081
H -1.0761 -0.3156 -1.4839 0.151
H -0.1021 -2.0824 -0.8591 0.102
H 0.6035 1.0310 0.6762 0.131
H -0.7948 1.7469 -0.1567 0.128
H -1.4567 -1.2915 2.5598 0.108
H -0.0409 -1.3133 1.5556 0.085
```

=====

# C2H7O

2 unconnected molecules or ions with the total composition C2H7O (ωB97M-V/def2-TZVPD, the Open Molecules 2025 dataset).

Values from the calculation:
Relative energy (zero: lowest compared OMol25 entry of this formula, charge and spin) in kcal/mol: 7.59
F_max in eV Å⁻¹: 1.43
Net charge: -1

```
10
Properties=species:S:1:pos:R:3:lowdin_charge:R:1
O -1.0508 -2.7414 1.6922 -0.706
H -1.2379 -1.9661 2.2557 -0.230
C 0.2469 1.3663 -0.4393 -0.180
C 0.2590 -0.1981 -0.5025 -0.156
H -0.2930 1.7356 0.4274 0.048
H 1.2858 1.6938 -0.3488 0.043
H -0.1030 1.7785 -1.3855 0.041
H 1.2088 -0.4641 -0.0523 0.052
H 0.2844 -0.4867 -1.5579 0.048
H -0.6002 -0.7179 -0.0890 0.040
```

=====

# C9H18N3O2

A molecular structure, C9H18N3O2 (ωB97M-V/def2-TZVPD, the Open Molecules 2025 dataset).

Values from the calculation:
Relative energy (zero: lowest compared OMol25 entry of this formula, charge and spin) in kcal/mol: 0.00
F_max in eV Å⁻¹: 4.22
Net charge: +1

```
32
Properties=species:S:1:pos:R:3:lowdin_charge:R:1
C -0.6725 -1.9135 0.3050 -0.471
C 1.1328 1.7211 -2.7589 -0.064
C 1.6472 0.3170 -2.5343 -0.058
C -0.2101 1.8768 -2.0571 -0.243
C -0.1313 0.4687 -0.7720 -0.392
C 0.8913 0.0063 2.1675 -0.038
C -1.4821 -0.3808 2.8492 -0.046
C -0.9293 -0.5049 0.3932 -0.086
C -0.5770 0.1327 1.7304 -0.368
N 0.0434 1.8230 -0.5569 0.147
N -1.7351 -2.7373 0.5051 0.243
N 1.1726 -0.1372 -1.2198 0.135
O 0.4998 -2.2870 0.0774 0.027
O -0.8306 0.6470 -1.9708 0.067
H 1.7116 2.5782 -2.4663 0.126
H 0.9054 1.8733 -3.8211 0.138
H 1.3121 -0.3804 -3.2306 0.130
H 2.6661 0.1721 -2.3900 0.126
H -0.8763 2.6882 -2.2829 0.162
H 1.4077 -0.8885 1.8243 0.080
H 0.9737 -0.0636 3.2714 0.103
H 1.4368 0.8632 1.8755 0.054
H -1.3761 -1.5561 2.8515 0.125
H -2.5422 -0.2631 2.6239 0.084
H -1.3103 -0.0021 3.8048 0.062
H -2.0330 -0.4388 0.1867 0.175
H -0.7568 1.1773 1.5920 0.120
H 0.8775 2.1981 -0.0685 0.156
H -2.4140 -2.2447 1.0013 0.082
H -1.6833 -3.6699 0.6878 0.097
H 1.0779 -1.1817 -1.1536 0.156
H 1.8041 0.1066 -0.4645 0.170
```